# 1
109
Properties=species:S:1:pos:R:3:forces:R:3 method="wB97M-V/def2-TZVPD" energy_ha=-3637.65636 charge=-1 homo_ev=-4.4269 e_above_lowest_ev=1.657 orbital_gap_ev=5.95 fmax_ha_per_bohr=0.0222
Sr 0.1701 -0.0790 0.6992 0.89 -0.19 -0.70
O -6.2945 0.3798 0.4769 -0.04 0.02 -0.05
C -4.9719 0.6161 0.2489 0.06 0.01 0.17
C -4.0628 0.7774 1.2894 -0.20 -0.04 0.02
C -2.7397 1.0007 0.9894 0.17 0.37 0.22
N -2.2663 1.0030 -0.2761 0.19 0.01 0.63
C -3.1540 0.8970 -1.2615 -0.34 -0.15 -0.54
C -4.5250 0.7174 -1.0509 0.36 0.02 -0.05
C -2.6720 0.9567 -2.7225 0.10 -0.06 0.22
O -2.6161 2.0855 -3.2259 0.02 0.16 -0.02
O -2.4155 -0.1570 -3.2443 -0.12 -0.06 0.04
C -1.8038 1.4022 2.1999 -0.37 0.08 -0.45
O -2.2966 1.3105 3.3176 -0.07 -0.01 0.07
O -0.6506 1.8124 1.8685 -0.14 0.04 0.11
H -6.4463 0.4023 1.4270 0.00 -0.01 0.05
H -4.3465 0.7664 2.3351 -0.04 0.00 -0.01
H -5.2010 0.6649 -1.8931 -0.03 -0.02 0.01
O -1.3725 6.1679 -4.2489 0.00 0.14 -0.05
C -0.2945 6.4687 -3.4992 0.07 0.04 0.03
O 0.2212 7.5503 -3.6108 0.00 0.03 -0.01
C 0.2003 5.4148 -2.5644 -0.10 0.00 -0.08
C -0.4441 4.1907 -2.3991 0.09 -0.11 0.15
C 0.0752 3.2402 -1.5386 -0.03 0.24 -0.13
C 1.2252 3.5217 -0.8136 -0.06 -0.20 0.11
C 1.8770 4.7431 -0.9723 -0.06 0.09 -0.10
C 1.3633 5.6830 -1.8480 0.00 -0.07 0.04
N 1.7227 2.5114 0.0324 -0.01 0.05 0.19
C 2.1031 2.8232 1.1987 0.10 -0.18 0.08
C 2.7146 1.8030 2.0876 0.10 0.10 -0.03
C 3.3516 2.1652 3.2668 -0.15 0.10 -0.11
C 3.9196 1.1700 4.0468 0.04 -0.02 0.05
C 3.8411 -0.1431 3.6217 -0.01 -0.04 -0.08
C 3.1910 -0.4127 2.4222 0.08 -0.03 0.03
N 2.6499 0.5377 1.6743 -0.27 -0.09 0.04
H -1.6671 5.2687 -4.0704 -0.07 -0.16 0.01
H -1.3578 3.8968 -2.9024 -0.05 0.02 -0.08
H -0.4434 2.3001 -1.4203 0.02 -0.04 0.05
H 2.7945 4.9409 -0.4329 0.02 -0.03 0.00
H 1.8552 6.6343 -1.9970 0.00 0.01 -0.01
H 2.0042 3.8328 1.6069 0.04 0.04 -0.06
H 3.3821 3.2047 3.5669 -0.01 0.00 0.02
H 4.4095 1.4227 4.9788 0.00 -0.01 0.00
H 4.2533 -0.9582 4.2006 0.03 0.03 0.02
H 3.0769 -1.4178 2.0267 -0.01 0.02 0.07
C 3.9510 -4.2539 2.1768 -0.06 -0.08 -0.03
Si 2.2281 -4.1069 1.3867 -0.13 0.27 -0.15
C 0.9864 -3.9550 2.7831 0.20 -0.12 -0.03
C 1.8539 -5.7902 0.5809 0.07 0.03 0.07
N 2.0680 -2.7518 0.3391 0.02 -0.52 0.28
C 2.8106 -2.6296 -0.7803 0.03 0.33 -0.20
C 3.8169 -3.4793 -1.3112 -0.07 -0.06 0.11
C 4.4652 -3.2124 -2.5096 0.06 -0.04 -0.05
C 4.1805 -2.0892 -3.2707 -0.02 0.10 -0.04
C 3.2145 -1.1979 -2.7931 0.14 -0.18 -0.05
C 2.6064 -1.4968 -1.6108 -0.31 -0.10 0.38
F 1.6531 -0.6288 -1.1364 0.24 0.45 -0.53
H 3.8806 -4.7559 3.1459 0.01 -0.02 0.01
H 4.4030 -3.2729 2.3383 -0.02 0.03 0.02
H 4.6449 -4.8262 1.5583 0.02 -0.02 -0.03
H 1.0353 -4.8282 3.4384 0.00 -0.08 0.00
H -0.0295 -3.8879 2.3842 0.09 -0.13 -0.02
H 1.1466 -3.0586 3.3841 0.08 -0.16 -0.03
H 2.0637 -6.5883 1.3002 -0.01 -0.01 0.00
H 2.4482 -5.9842 -0.3129 0.05 0.02 -0.04
H 0.8039 -5.8819 0.2906 -0.03 0.03 0.03
H 4.1006 -4.3671 -0.7614 -0.03 -0.05 0.06
H 5.2217 -3.9117 -2.8500 0.00 0.02 -0.02
H 4.6942 -1.8937 -4.2020 0.01 -0.02 0.00
H 2.9360 -0.2936 -3.3182 0.01 0.00 -0.02
O 0.1868 -1.1065 2.9330 -0.02 0.24 0.25
C -0.8988 -1.6853 2.7400 -0.44 0.17 -0.15
O -1.4585 -1.7631 1.5959 0.05 -0.18 0.22
C -1.6084 -2.3112 3.8989 -0.11 -0.10 0.11
C -1.2662 -1.9438 5.1895 0.03 0.02 0.01
C -1.8903 -2.5144 6.3006 -0.06 -0.05 0.00
C -2.8455 -3.4670 6.0468 -0.02 -0.05 -0.02
O -3.6037 -4.1767 6.9516 0.05 0.13 -0.05
C -4.3752 -5.0889 6.1796 -0.01 -0.04 0.01
O -4.1902 -4.7897 4.8024 0.07 0.13 -0.05
C -3.1927 -3.8334 4.7583 -0.02 -0.05 0.06
C -2.6021 -3.2708 3.6596 0.02 0.13 0.08
H -0.5065 -1.1861 5.3202 0.02 0.00 -0.04
H -1.6401 -2.2194 7.3098 0.00 -0.01 0.01
H -5.4301 -4.9648 6.4335 0.02 -0.09 0.02
H -4.0263 -6.1085 6.3775 -0.07 0.01 0.01
H -2.8740 -3.5232 2.6455 -0.02 -0.04 -0.01
C -3.4143 -3.8594 -2.8826 -0.09 0.01 0.15
N -2.9623 -3.6821 -1.4324 -0.02 -0.03 -0.11
C -2.1040 -4.8776 -1.0219 -0.06 0.02 0.05
N -1.0270 -5.0690 -1.9264 -0.03 -0.01 0.02
C -1.5392 -5.2325 -3.2808 0.01 -0.03 0.01
N -2.3125 -4.0849 -3.7463 0.02 -0.02 -0.06
C -1.4719 -2.8788 -3.9013 -0.02 -0.08 -0.11
P -0.6958 -2.3182 -2.3221 0.23 0.44 -0.05
C -2.2036 -2.3944 -1.2659 -0.15 -0.15 0.05
C -0.0383 -3.9724 -1.8420 0.11 -0.23 0.05
H -3.9452 -2.9444 -3.1453 0.01 -0.02 -0.05
H -4.0905 -4.7185 -2.8821 0.01 0.01 -0.02
H -3.7913 -3.6451 -0.8414 0.01 -0.01 0.07
H -2.7686 -5.7456 -1.0185 0.01 0.02 0.00
H -1.7429 -4.6631 -0.0150 0.00 -0.03 -0.01
H -2.1820 -6.1188 -3.3055 0.02 0.02 -0.01
H -0.6966 -5.3849 -3.9540 -0.02 0.00 -0.01
H -2.0556 -2.0572 -4.3134 -0.03 -0.01 0.05
H -0.6734 -3.1199 -4.6068 -0.01 0.03 -0.01
H -2.8659 -1.5820 -1.5529 0.00 0.05 -0.08
H -1.9512 -2.3096 -0.2086 0.03 0.00 0.01
H 0.3631 -3.9030 -0.8272 -0.06 0.00 -0.02
H 0.8168 -4.2212 -2.4774 -0.04 0.01 -0.01

***

# 2
97
Properties=species:S:1:pos:R:3:forces:R:3 method="wB97M-V/def2-TZVPD" energy_ha=-3084.60733 charge=-2 homo_ev=-1.3415 orbital_gap_ev=5.23 fmax_ha_per_bohr=0.1092
Li -0.2292 -1.6252 0.3457 -0.04 -0.03 -0.54
C 2.9522 -1.1994 -5.1019 -0.32 0.55 1.11
C 2.0422 -0.7592 -3.8941 -1.61 -0.38 -0.99
C 0.9784 0.1922 -4.5428 -0.33 -2.23 -1.28
C 2.6901 -0.1363 -2.7004 0.63 -1.09 1.13
C 3.3741 1.0577 -2.8441 0.89 1.09 -0.56
C 3.8880 1.7247 -1.7470 0.05 1.21 1.53
C 3.8721 1.0866 -0.4776 1.06 1.90 -0.40
C 3.3948 -0.1887 -0.3176 -0.36 0.33 0.09
C 3.8223 -0.9221 0.9732 0.29 -0.57 -2.53
C 3.8439 -0.1060 2.2472 0.27 -2.08 0.05
C 5.2411 -1.4714 0.5756 -0.26 -0.15 -0.12
C 2.6276 -0.7483 -1.3995 -0.10 1.77 0.00
N 1.6198 -1.6421 -1.0383 0.79 -1.87 -0.43
C 1.7102 -2.8763 -1.4904 0.42 0.49 -0.12
C 0.8716 -3.8936 -0.9738 -0.32 -0.50 0.04
C 0.9394 -5.2967 -1.2814 0.49 1.83 -0.01
C 0.0624 -5.9050 -0.4255 0.03 1.58 0.72
C -0.5559 -4.8808 0.3940 1.80 0.67 -1.21
N -0.0628 -3.6018 0.0500 -0.10 -3.80 -0.20
C -1.7501 -5.2020 1.2780 0.45 0.75 -0.86
C -1.6516 -6.5455 1.9799 0.31 -1.33 0.34
C -1.9549 -4.0677 2.3223 -1.29 1.34 -2.90
C -2.8253 -5.4122 0.1305 -0.84 -1.16 1.85
H 2.3084 -1.2206 -5.9783 0.24 0.29 -0.25
H 3.2693 -2.2137 -4.9785 0.56 -0.67 0.27
H 3.8370 -0.5510 -5.2258 -0.47 -0.17 -0.12
H 1.4724 -1.6696 -3.5644 0.53 0.94 -0.29
H 1.4446 0.9533 -5.1430 0.39 0.48 -0.22
H 0.2526 0.6431 -3.9071 -0.39 0.17 0.86
H 0.4014 -0.4807 -5.2740 0.58 1.10 0.94
H 3.5466 1.5189 -3.8420 -0.53 -0.41 0.66
H 4.2180 2.8186 -1.7418 -0.28 -1.73 -0.48
H 4.3074 1.6806 0.3931 -0.55 -1.03 -1.25
H 3.1831 -1.8048 1.0186 -0.18 0.06 0.53
H 4.4671 0.7617 2.1465 0.30 0.34 0.31
H 4.1951 -0.8269 3.0146 0.27 0.76 -0.07
H 2.8498 0.1215 2.5389 -0.97 0.68 0.18
H 6.0210 -0.6956 0.5567 -0.27 -0.11 0.27
H 5.2574 -1.9216 -0.4262 -0.38 0.32 0.04
H 5.5243 -2.3094 1.2016 0.28 0.04 0.63
H 2.5178 -3.1468 -2.2780 -1.22 0.25 1.29
H 1.6003 -5.7640 -2.0223 -0.32 0.28 0.38
H 0.0191 -6.9538 -0.3668 -0.62 -1.10 0.30
H -0.8143 -6.6496 2.7093 -0.43 0.34 -0.42
H -1.4765 -7.3271 1.1978 -0.25 0.40 0.75
H -2.5994 -6.8113 2.5369 0.84 0.42 -0.68
H -1.1428 -3.9365 2.9926 0.85 -0.32 0.65
H -2.1554 -3.0255 1.8449 0.31 -1.86 0.53
H -2.8646 -4.3185 2.8051 -0.88 0.00 1.04
H -2.5415 -6.2841 -0.5107 0.07 0.99 0.42
H -2.8941 -4.5030 -0.3959 -0.24 0.94 -1.04
H -3.8372 -5.6758 0.5253 0.56 0.38 -0.01
S -3.8115 -1.0752 1.1338 0.00 0.04 0.73
C -3.6198 -0.9288 -0.5441 -0.40 -0.27 -0.87
S -2.2035 -0.2302 -1.2600 0.10 -0.32 0.24
C -4.6642 -1.3968 -1.4157 0.43 0.61 0.42
C -4.5280 -1.1414 -2.8061 -0.13 -0.06 -2.38
N -4.4491 -0.9741 -3.9702 -0.26 -0.29 2.29
C -5.8766 -2.0055 -0.9594 -0.89 -0.93 0.26
N -6.8507 -2.5836 -0.6478 1.50 1.10 -0.50
N -0.5992 -0.0493 1.7595 3.64 3.48 -2.48
C -0.2918 1.1217 2.5698 -1.05 -2.35 1.32
C 0.1942 0.8429 3.8618 0.73 -1.11 0.31
C 0.2918 1.8179 4.8123 1.09 0.71 1.55
C -0.1435 3.0861 4.5185 -1.08 1.26 -0.96
C -0.7627 3.3556 3.2922 -0.40 -0.34 0.11
C -0.7805 2.3967 2.2678 0.70 0.76 -0.02
P -1.1386 2.8220 0.5020 -0.85 -2.09 0.27
C 0.0846 4.0086 -0.0105 1.16 0.82 1.42
C 0.3149 4.0496 -1.3876 -0.54 -0.67 0.39
C 0.9771 5.1334 -1.9112 0.40 0.78 -0.20
C 1.6465 6.0532 -1.0776 -0.71 -0.26 -0.99
C 1.5481 5.9085 0.2901 -0.16 -0.95 0.54
C 0.7672 4.8834 0.8670 -0.49 0.70 -1.33
C -2.6711 3.7558 0.7248 -0.42 0.68 -0.16
C -3.8282 3.0595 1.1808 0.47 0.99 -0.75
C -4.9712 3.7785 1.4321 -0.98 0.72 1.26
C -5.0355 5.1829 1.2086 0.38 -0.52 0.72
C -3.9969 5.8643 0.6166 2.09 -2.39 -0.60
C -2.7519 5.0986 0.3947 -0.81 2.17 -0.35
H -1.4643 -0.4291 1.9792 -2.63 -0.68 0.62
H -0.7215 0.4363 0.8133 -0.53 -1.49 0.90
H 0.5869 -0.1413 4.2171 -0.69 0.57 -1.10
H 0.7541 1.6425 5.8241 -0.52 -0.07 -1.22
H -0.0594 3.9503 5.1534 -0.01 -0.14 0.75
H -1.4021 4.2530 3.1833 0.93 -0.21 -0.17
H -0.0700 3.1928 -1.9779 0.01 0.97 0.11
H 0.8715 5.3278 -2.9706 0.58 -0.16 -0.16
H 2.1743 6.8982 -1.5403 -0.20 -0.39 0.35
H 2.0702 6.5903 0.9220 0.28 0.44 0.45
H 0.5583 4.8717 1.9424 0.31 -0.11 -0.52
H -3.7826 1.9951 1.2411 -0.07 -0.75 0.38
H -5.8581 3.3496 1.9785 1.10 0.07 -0.93
H -5.8207 5.7366 1.7101 -0.48 -0.01 -0.63
H -4.1146 6.8588 0.2283 0.22 0.45 0.33
H -1.8397 5.6444 -0.0352 -1.50 -0.87 0.67